(1)
Computed, not measured: C32H27F9MoNO2PSe as an isolated structure at a distorted geometry, with ωB97M-V with the def2-TZVPD basis set.

Its expectation value of S² is 2.0265. The calculation puts the total energy at -5150.04551 a.u. The orbital gap (spin up / spin down) comes out at 6.70 / 7.00 eV. The LUMO energy (spin up / spin down) is -0.271 / -0.285 hartree. Its spin multiplicity is 3. As for the charge: +2. For the molar mass, the calculation gives 834.429 g mol⁻¹.

Element x y z (Å)
Mo: 0.961 -1.199 0.713
O: -1.631 -0.655 -0.357
N: -0.541 0.129 0.063
C: -0.753 1.378 -0.133
C: 0.152 2.488 0.131
C: -0.413 3.754 -0.020
C: 0.325 4.901 0.237
C: 1.643 4.789 0.641
C: 2.226 3.534 0.778
C: 1.493 2.381 0.535
P: 2.341 0.811 0.738
C: 4.059 1.080 0.321
C: 5.084 1.045 1.261
C: 6.383 1.338 0.866
C: 6.649 1.679 -0.452
C: 5.620 1.730 -1.389
C: 4.326 1.428 -1.006
C: 2.086 0.231 2.413
C: 0.945 0.825 3.207
C: -0.294 0.722 5.379
C: 1.367 -1.033 4.877
C: 2.510 -1.334 4.263
C: 2.817 -0.781 2.951
H: -2.132 -0.785 0.471
H: -1.736 1.623 -0.527
H: -1.444 3.839 -0.340
H: -0.132 5.873 0.118
H: 2.227 5.676 0.849
H: 3.263 3.464 1.080
H: 4.880 0.821 2.299
H: 7.182 1.319 1.594
H: 7.661 1.919 -0.751
H: 5.829 2.011 -2.412
H: 3.529 1.466 -1.742
H: 0.161 1.183 2.543
H: -0.897 1.556 5.017
H: 1.139 -1.438 5.854
H: 3.235 -1.993 4.720
H: 3.686 -1.162 2.428
F: -2.780 -0.886 2.201
C: -2.097 -0.322 3.217
F: -2.868 -0.329 4.283
F: -1.902 0.964 2.851
C: -0.735 -1.060 3.450
O: -0.246 -1.482 2.224
C: 0.317 -0.153 4.234
F: 1.464 1.952 3.822
F: -1.031 -0.028 6.215
F: 0.727 1.211 6.110
C: -1.061 -2.443 4.161
F: -1.371 -2.353 5.441
F: -2.067 -3.030 3.517
F: 0.010 -3.248 4.052
C: 6.669 -2.396 0.050
C: 5.189 -2.387 -0.173
C: 4.643 -1.784 -1.313
C: 3.292 -1.773 -1.566
C: 2.770 -1.126 -2.813
C: 2.421 -2.433 -0.639
Se: 0.578 -2.682 -1.099
C: 2.965 -3.063 0.520
C: 2.083 -3.777 1.511
C: 4.335 -2.997 0.739
H: 7.182 -1.721 -0.632
H: 7.058 -3.403 -0.111
H: 6.915 -2.115 1.075
H: 5.312 -1.316 -2.024
H: 3.572 -0.611 -3.338
H: 1.973 -0.413 -2.590
H: 2.344 -1.865 -3.493
H: 1.481 -3.088 2.132
H: 2.694 -4.338 2.218
H: 1.393 -4.455 1.011
H: 4.749 -3.471 1.622

(2)
Computed, not measured: C32H27FeIN4O9P3S as an isolated structure at a distorted geometry, with ωB97M-V with the def2-TZVPD basis set.

Its expectation value of S² is 6.0096. The calculation puts the total energy at -5115.93143 a.u. The orbital gap (spin up / spin down) comes out at 7.49 / 7.48 eV. The LUMO energy (spin up / spin down) is 0.076 / 0.076 hartree. Its spin multiplicity is 5. As for the charge: -1. For the molar mass, the calculation gives 919.325 g mol⁻¹.

Element x y z (Å)
Fe: 0.549 1.309 -0.165
O: 1.791 3.978 -3.169
P: 0.937 3.286 -2.007
O: 0.561 1.884 -2.428
O: 1.688 3.302 -0.697
O: -0.371 4.186 -1.925
P: -1.725 3.472 -1.263
O: -2.205 2.542 -2.480
O: -2.730 4.500 -0.974
O: -1.152 2.589 -0.173
H: 2.300 4.716 -2.818
H: -1.463 1.964 -2.728
N: -3.195 6.417 2.719
C: -2.392 5.273 2.781
C: -2.769 4.180 3.560
C: -2.004 3.028 3.566
C: -0.849 2.970 2.798
C: -0.429 4.079 2.072
C: -1.191 5.228 2.078
S: 0.045 1.471 2.655
O: 1.290 1.816 1.935
O: 0.201 0.919 3.977
N: -0.616 0.447 1.626
C: -1.907 0.418 1.193
N: -2.013 0.002 -0.086
C: -3.216 0.007 -0.626
C: -4.342 0.404 0.077
C: -4.132 0.740 1.404
N: -2.940 0.724 1.985
H: -4.168 6.225 2.904
H: -3.101 6.905 1.840
H: -3.689 4.223 4.133
H: -2.314 2.166 4.137
H: 0.466 4.017 1.470
H: -0.894 6.076 1.472
H: -3.277 -0.307 -1.665
H: -5.318 0.450 -0.381
H: -4.965 1.029 2.038
I: 3.272 0.975 -0.609
C: 4.245 -0.869 -0.570
C: 5.602 -0.688 -0.468
C: 6.502 -1.770 -0.506
C: 6.008 -3.022 -0.658
C: 4.612 -3.251 -0.757
C: 4.189 -4.590 -0.905
C: 2.867 -4.889 -0.979
C: 1.933 -3.848 -0.891
C: 2.267 -2.523 -0.759
P: 0.726 -1.429 -0.596
C: -0.020 -2.380 0.785
C: 0.800 -2.535 1.905
C: 0.320 -3.111 3.066
C: -0.996 -3.552 3.129
C: -1.820 -3.399 2.028
C: -1.339 -2.807 0.865
C: -0.103 -1.925 -2.155
C: 0.079 -1.038 -3.216
C: -0.476 -1.301 -4.460
C: -1.231 -2.447 -4.661
C: -1.423 -3.332 -3.609
C: -0.861 -3.075 -2.367
C: 3.664 -2.176 -0.700
H: 5.994 0.313 -0.366
H: 7.566 -1.591 -0.421
H: 6.667 -3.880 -0.703
H: 4.945 -5.366 -0.951
H: 2.526 -5.911 -1.085
H: 0.888 -4.125 -0.910
H: 1.821 -2.171 1.881
H: 0.966 -3.190 3.930
H: -1.380 -3.993 4.040
H: -2.854 -3.719 2.072
H: -2.018 -2.647 0.042
H: 0.630 -0.118 -3.061
H: -0.327 -0.594 -5.267
H: -1.674 -2.646 -5.628
H: -2.013 -4.229 -3.753
H: -1.018 -3.787 -1.568

(3)
Computed, not measured: C32H27I2N3O2PS3SbTi as an isolated structure at a distorted geometry, with ωB97M-V with the def2-TZVPD basis set.

Its expectation value of S² is 0.7556. The calculation puts the total energy at -4771.33305 a.u. The orbital gap (spin up / spin down) comes out at 6.72 / 6.57 eV. The LUMO energy (spin up / spin down) is -0.130 / -0.136 hartree. Its spin multiplicity is 2. As for the charge: +1. For the molar mass, the calculation gives 1036.197 g mol⁻¹.

Element x y z (Å)
Ti: -0.120 0.142 0.670
I: 3.807 -3.131 6.424
C: 2.819 -1.924 5.051
C: 1.875 -1.006 5.487
C: 1.200 -0.215 4.566
I: -0.216 1.157 5.203
C: 1.461 -0.342 3.206
O: 0.819 0.395 2.313
C: 2.429 -1.257 2.773
C: 2.731 -1.317 1.306
N: 1.535 -1.576 0.469
C: 0.972 -2.919 0.683
C: 0.007 -2.884 1.834
C: -0.082 -3.897 2.775
C: -0.998 -3.768 3.806
C: -1.798 -2.636 3.854
C: -1.652 -1.678 2.868
N: -0.764 -1.798 1.877
C: 3.102 -2.043 3.694
H: 1.659 -0.905 6.542
H: 3.486 -2.091 1.122
H: 3.147 -0.362 0.964
H: 1.852 -1.524 -0.495
H: 1.757 -3.662 0.850
H: 0.427 -3.200 -0.226
H: 0.570 -4.756 2.706
H: -1.081 -4.535 4.564
H: -2.522 -2.487 4.642
H: -2.258 -0.780 2.856
H: 3.847 -2.750 3.354
O: -0.600 2.553 1.424
N: 0.337 2.302 0.431
C: 1.490 2.825 0.576
C: 2.590 2.755 -0.395
C: 3.814 3.184 0.121
C: 4.946 3.281 -0.678
C: 4.844 2.988 -2.023
C: 3.628 2.573 -2.557
C: 2.493 2.422 -1.769
P: 0.971 1.810 -2.570
C: -0.271 3.080 -2.382
C: -1.608 2.699 -2.308
C: -2.591 3.672 -2.204
C: -2.234 5.010 -2.182
C: -0.899 5.389 -2.269
C: 0.089 4.426 -2.372
C: 1.308 1.578 -4.315
C: 2.159 0.551 -4.730
C: 2.360 0.325 -6.077
C: 1.700 1.107 -7.019
C: 0.841 2.113 -6.612
C: 0.639 2.351 -5.259
H: -0.138 2.802 2.251
H: 1.708 3.415 1.468
H: 3.878 3.456 1.166
H: 5.881 3.608 -0.247
H: 5.700 3.089 -2.674
H: 3.576 2.370 -3.616
H: -1.887 1.654 -2.329
H: -3.627 3.372 -2.138
H: -3.000 5.769 -2.098
H: -0.631 6.436 -2.255
H: 1.129 4.725 -2.434
H: 2.654 -0.077 -3.998
H: 3.022 -0.468 -6.396
H: 1.850 0.921 -8.073
H: 0.317 2.713 -7.343
H: -0.040 3.134 -4.948
S: -3.525 -0.532 -3.091
Sb: -2.408 -1.364 -1.387
S: -2.474 0.336 0.296
S: 0.512 -0.007 -1.836

(4)
Computed, not measured: C32H27IrN8O7S2 as an isolated structure, with ωB97M-V with the def2-TZVPD basis set.

The calculation puts the total energy at -3100.66393 a.u. The orbital gap comes out at 5.06 eV. The LUMO energy is -0.060 hartree. For the molar mass, the calculation gives 891.968 g mol⁻¹.

Element x y z (Å)
Ir: -0.011 -0.050 1.524
C: -3.541 0.486 2.186
N: -2.920 0.758 0.894
C: -2.644 2.141 0.525
C: -2.099 2.870 1.743
N: -0.855 2.327 2.362
C: 0.295 3.037 1.735
C: -0.844 2.715 3.792
C: -1.540 3.858 4.190
C: -1.533 4.309 5.501
C: -0.813 3.626 6.461
C: -0.098 2.506 6.082
C: -0.085 2.047 4.767
S: 1.014 0.706 4.445
C: -2.126 -0.171 0.368
C: -1.932 -0.356 -1.099
C: -2.664 -1.675 -1.336
C: -2.617 -2.674 -0.444
C: -1.784 -2.504 0.766
C: -1.606 -1.240 1.137
S: -0.259 -0.747 3.712
H: -3.942 -0.524 2.170
H: -4.363 1.185 2.331
H: -2.831 0.567 3.016
H: -3.553 2.663 0.215
H: -1.936 2.139 -0.302
H: -2.878 2.851 2.497
H: -1.951 3.919 1.470
H: 0.260 2.867 0.662
H: 1.229 2.655 2.135
H: 0.219 4.110 1.936
H: -2.094 4.446 3.476
H: -2.091 5.200 5.758
H: -0.805 3.957 7.490
H: 0.478 1.953 6.812
H: -2.359 0.465 -1.674
H: -3.178 -1.798 -2.280
H: -3.084 -3.626 -0.659
H: -1.220 -3.334 1.168
O: 6.679 -1.457 -1.683
N: 5.927 -2.404 -1.578
O: 6.162 -3.533 -1.956
C: 4.634 -2.168 -0.936
C: 3.726 -3.209 -0.819
C: 2.516 -2.961 -0.227
C: 2.132 -1.715 0.347
O: 0.989 -1.659 0.912
C: 3.123 -0.709 0.185
C: 4.335 -0.915 -0.455
N: 2.971 0.620 0.754
O: 3.621 1.528 0.305
O: 2.223 0.767 1.736
N: 1.563 -4.080 -0.239
O: 1.982 -5.170 0.086
O: 0.429 -3.846 -0.609
H: 3.958 -4.193 -1.200
H: 5.038 -0.103 -0.550
N: -0.593 -3.722 -8.300
C: -0.482 -3.087 -7.348
C: -0.346 -2.295 -6.163
C: 0.075 -0.967 -6.244
C: 0.200 -0.199 -5.107
C: -0.094 -0.738 -3.842
C: -0.513 -2.076 -3.767
C: -0.633 -2.837 -4.912
N: 0.027 0.026 -2.709
C: 0.758 1.231 -2.576
C: 0.873 1.493 -1.264
N: 0.233 0.558 -0.483
C: -0.372 -0.405 -1.387
H: 0.299 -0.535 -7.210
H: 0.513 0.830 -5.196
H: -0.725 -2.530 -2.811
H: -0.945 -3.871 -4.838
H: 1.146 1.766 -3.420
H: 1.394 2.336 -0.839
H: -0.065 -1.440 -1.188

(5)
Computed, not measured: C32H27N2O4P2Pd as an isolated structure at a distorted geometry, with ωB97M-V with the def2-TZVPD basis set.

Its expectation value of S² is 2.0228. The calculation puts the total energy at -2456.29902 a.u. The orbital gap (spin up / spin down) comes out at 7.96 / 4.65 eV. The LUMO energy (spin up / spin down) is -0.114 / -0.225 hartree. Its spin multiplicity is 3. As for the charge: +1. For the molar mass, the calculation gives 671.946 g mol⁻¹.

Element x y z (Å)
Pd: -0.888 -0.493 0.689
O: -3.233 -0.527 1.000
C: -3.731 -1.126 1.949
C: -3.174 -1.278 3.263
C: -3.962 -1.887 4.241
C: -3.548 -1.937 5.554
C: -2.343 -1.336 5.954
C: -1.532 -0.777 5.011
C: -1.870 -0.768 3.619
O: -0.999 -0.321 2.806
N: -4.389 -2.578 6.534
O: -5.394 -3.117 6.127
O: -4.032 -2.531 7.689
H: -4.730 -1.575 1.817
H: -4.919 -2.310 3.969
H: -2.086 -1.345 7.005
H: -0.591 -0.333 5.289
C: -0.608 2.810 -1.209
N: 0.117 1.520 -1.283
P: 0.883 1.116 0.222
C: 2.252 0.026 -0.273
C: 2.542 -1.011 0.611
C: 3.624 -1.838 0.369
C: 4.387 -1.654 -0.773
C: 4.080 -0.641 -1.669
C: 3.025 0.215 -1.413
C: 1.841 2.618 0.579
C: 2.078 2.945 1.906
C: 2.892 4.024 2.206
C: 3.452 4.772 1.185
C: 3.211 4.442 -0.140
C: 2.411 3.361 -0.450
P: -1.140 0.367 -1.692
C: -1.062 0.596 -3.503
C: 0.164 0.503 -4.153
C: 0.230 0.739 -5.513
C: -0.918 1.074 -6.218
C: -2.137 1.168 -5.567
C: -2.212 0.925 -4.205
C: -0.510 -1.352 -1.435
C: 0.682 -2.001 -1.786
C: 0.837 -3.354 -1.547
C: -0.169 -4.093 -0.933
C: -1.366 -3.488 -0.592
C: -1.551 -2.134 -0.863
H: 0.089 3.624 -1.027
H: -1.360 2.815 -0.410
H: -1.109 2.980 -2.165
H: 1.914 -1.151 1.493
H: 3.877 -2.626 1.062
H: 5.227 -2.300 -0.973
H: 4.664 -0.515 -2.568
H: 2.785 1.013 -2.099
H: 1.624 2.354 2.690
H: 3.088 4.285 3.234
H: 4.081 5.617 1.415
H: 3.647 5.026 -0.935
H: 2.226 3.100 -1.481
H: 1.053 0.258 -3.594
H: 1.179 0.667 -6.025
H: -0.857 1.264 -7.278
H: -3.026 1.435 -6.118
H: -3.157 0.994 -3.685
H: 1.470 -1.473 -2.292
H: 1.753 -3.843 -1.842
H: -0.039 -5.151 -0.767
H: -2.181 -4.066 -0.177
H: -2.561 -1.721 -0.842

(6)
Computed, not measured: C32H27N6P2PdSSe2 as an isolated structure, with ωB97M-V with the def2-TZVPD basis set.

The calculation puts the total energy at -7575.67377 a.u. The orbital gap comes out at 6.24 eV. The LUMO energy is -0.136 hartree. As for the charge: +1. For the molar mass, the calculation gives 853.965 g mol⁻¹.

Element x y z (Å)
Pd: 1.293 3.093 1.221
Se: -3.495 -1.091 -1.022
P: -1.489 -1.311 -1.571
C: -1.149 -1.462 -3.345
C: -2.130 -2.061 -4.128
C: -1.890 -2.309 -5.471
C: -0.674 -1.957 -6.036
C: 0.304 -1.352 -5.257
C: 0.070 -1.105 -3.914
C: -0.693 -2.787 -0.872
C: 0.689 -2.944 -0.958
C: 1.290 -4.103 -0.492
C: 0.505 -5.129 0.021
C: -0.874 -4.988 0.075
C: -1.474 -3.815 -0.358
C: -0.501 0.114 -1.039
C: 0.129 0.502 0.135
N: 0.482 1.795 -0.055
N: 0.121 2.178 -1.263
N: -0.485 1.187 -1.863
P: 0.486 -0.157 1.742
Se: 0.761 1.614 3.021
C: -0.880 -1.140 2.345
C: -0.793 -2.521 2.483
C: -1.896 -3.229 2.935
C: -3.078 -2.568 3.225
C: -3.170 -1.190 3.066
C: -2.071 -0.472 2.635
C: 2.010 -1.100 1.688
C: 2.400 -1.860 2.789
C: 3.615 -2.524 2.769
C: 4.449 -2.414 1.664
C: 4.075 -1.633 0.580
C: 2.856 -0.973 0.590
H: -3.085 -2.318 -3.686
H: -2.658 -2.773 -6.077
H: -0.488 -2.146 -7.085
H: 1.249 -1.064 -5.698
H: 0.832 -0.613 -3.324
H: 1.298 -2.165 -1.398
H: 2.366 -4.211 -0.545
H: 0.971 -6.043 0.366
H: -1.486 -5.794 0.459
H: -2.547 -3.681 -0.301
H: 0.113 -3.049 2.217
H: -1.830 -4.303 3.043
H: -3.937 -3.128 3.570
H: -4.100 -0.680 3.276
H: -2.134 0.602 2.515
H: 1.762 -1.932 3.662
H: 3.914 -3.121 3.620
H: 5.399 -2.932 1.653
H: 4.731 -1.537 -0.275
H: 2.563 -0.362 -0.254
C: -3.246 4.843 2.246
C: -2.075 5.328 1.529
N: -1.154 5.690 0.951
H: -2.951 4.489 3.232
H: -3.697 4.025 1.688
H: -3.972 5.647 2.353
S: 2.157 4.927 2.398
C: 1.821 5.631 0.901
N: 1.736 6.961 0.670
C: 1.346 7.436 -0.536
C: 1.017 6.568 -1.532
C: 1.087 5.196 -1.250
N: 1.532 4.764 -0.090
H: 1.903 7.590 1.445
H: 1.305 8.511 -0.637
H: 0.687 6.925 -2.494
H: 0.780 4.428 -1.951